[1]
Below is a cluster of 10 separate species, C31H89N13O10 in total, with properties calculated with wB97M-V/def2-TZVPD.

Computed properties:
DFT total energy = -73434.9793 eV
Net charge = 0
2S+1 = 1
Structure (SMILES) = COC[C@H](C)N.COC[C@H](C)N.COC[C@H](C)N.COC[C@H](C)N.COC[C@H](C)N.COC[C@H](C)N.COC[C@H](C)N.NC(N)=O.NC(N)=O.NC(N)=O
Highest occupied orbital energy = -8.75 eV
Kohn-Sham gap = 9.37 eV

Last column: Löwdin charge in e.
Positions of all 143 atoms, in Å:
C (4.16, 2.82, -3.92)  -0.1314
O (3.26, 1.96, -3.26)  -0.2014
C (2.12, 1.70, -4.15)  -0.1778
C (1.00, 1.00, -3.36)  -0.4329
C (-0.08, 0.51, -4.31)  -0.0433
N (0.60, 1.85, -2.24)  0.0736
H (3.72, 3.86, -3.97)  0.1000
H (4.36, 2.49, -4.90)  0.0655
H (5.09, 2.92, -3.41)  0.0776
H (1.72, 2.60, -4.61)  0.1172
H (2.53, 1.18, -5.03)  0.1199
H (1.45, 0.16, -2.82)  0.1164
H (-0.87, 0.06, -3.74)  0.0601
H (0.38, -0.29, -4.96)  0.0997
H (-0.41, 1.43, -4.87)  0.0688
H (-0.01, 2.68, -2.43)  0.0769
H (1.41, 2.16, -1.76)  0.0272
C (-4.59, 1.82, -4.59)  -0.1309
O (-5.16, 1.09, -3.58)  -0.2196
C (-4.90, -0.30, -3.62)  -0.1809
C (-5.30, -0.85, -2.26)  -0.4011
C (-4.84, 0.05, -1.13)  -0.0807
N (-4.74, -2.22, -1.98)  0.0525
H (-3.60, 1.45, -4.69)  0.0566
H (-4.70, 2.91, -4.39)  0.0934
H (-5.08, 1.62, -5.62)  0.1134
H (-5.44, -0.74, -4.43)  0.1207
H (-3.82, -0.33, -3.77)  0.1183
H (-6.45, -0.80, -2.23)  0.1545
H (-5.29, 1.09, -1.22)  0.0873
H (-3.76, 0.09, -1.23)  0.0682
H (-5.06, -0.35, -0.06)  0.0902
H (-4.97, -2.43, -1.01)  0.0387
H (-5.34, -2.92, -2.39)  0.0717
C (1.13, -0.44, 0.96)  -0.0957
O (2.51, -0.31, 1.28)  -0.2234
C (3.31, -0.29, 0.08)  -0.1468
C (3.63, -1.73, -0.43)  -0.4544
C (4.58, -2.42, 0.54)  -0.0699
N (4.25, -1.73, -1.71)  0.0531
H (0.59, -0.47, 1.86)  0.0555
H (1.01, -1.46, 0.45)  0.1006
H (0.66, 0.33, 0.33)  0.0784
H (2.75, 0.30, -0.71)  0.1114
H (4.21, 0.32, 0.25)  0.1273
H (2.71, -2.30, -0.43)  0.1087
H (5.47, -1.82, 0.83)  0.0802
H (5.01, -3.34, -0.01)  0.0983
H (4.23, -2.79, 1.55)  0.0595
H (3.71, -1.28, -2.43)  0.0679
H (4.42, -2.68, -1.96)  0.0570
C (-3.60, 3.43, -1.65)  -0.1015
O (-2.79, 3.61, -2.76)  -0.2167
C (-2.59, 4.87, -3.23)  -0.2383
C (-1.36, 4.83, -4.15)  -0.4488
C (-1.28, 6.18, -4.83)  -0.0643
N (-1.49, 3.78, -5.14)  0.0510
H (-3.62, 2.42, -1.35)  0.0549
H (-4.60, 3.77, -1.83)  0.0890
H (-3.25, 4.08, -0.79)  0.0917
H (-3.56, 5.17, -3.67)  0.1295
H (-2.34, 5.61, -2.39)  0.1494
H (-0.43, 4.62, -3.48)  0.1348
H (-0.95, 6.88, -4.12)  0.0548
H (-2.32, 6.38, -5.22)  0.0952
H (-0.61, 6.11, -5.71)  0.0921
H (-2.12, 4.09, -5.87)  0.0751
H (-1.81, 2.89, -4.73)  0.0448
C (0.07, -5.01, 2.27)  -0.1186
O (-0.94, -4.57, 1.41)  -0.1807
C (-0.59, -4.65, 0.07)  -0.2182
C (-1.70, -4.08, -0.87)  -0.4096
C (-1.37, -4.62, -2.25)  -0.0757
N (-1.81, -2.59, -0.83)  0.0604
H (0.48, -6.01, 2.19)  0.0844
H (-0.17, -4.92, 3.29)  0.0718
H (0.98, -4.36, 2.15)  0.0919
H (0.37, -4.24, -0.26)  0.1231
H (-0.60, -5.74, -0.19)  0.1336
H (-2.65, -4.46, -0.59)  0.1158
H (-0.38, -4.44, -2.58)  0.0568
H (-2.08, -4.24, -3.04)  0.0904
H (-1.63, -5.69, -2.29)  0.0813
H (-2.56, -2.40, -1.45)  -0.0021
H (-2.24, -2.33, 0.07)  0.0497
C (7.33, -5.39, 3.78)  -0.1375
O (6.62, -4.60, 4.66)  -0.1908
C (5.22, -4.66, 4.40)  -0.2239
C (4.55, -3.51, 5.10)  -0.4181
C (3.05, -3.64, 4.72)  -0.0568
N (5.06, -2.26, 4.60)  0.0226
H (6.96, -5.39, 2.72)  0.1002
H (7.28, -6.49, 4.14)  0.1126
H (8.34, -5.09, 3.87)  0.0659
H (5.14, -4.53, 3.30)  0.1203
H (4.85, -5.63, 4.67)  0.1190
H (4.76, -3.52, 6.17)  0.1461
H (2.94, -3.34, 3.68)  0.0540
H (2.36, -3.01, 5.30)  0.0757
H (2.69, -4.66, 4.91)  0.0860
H (6.08, -2.17, 4.72)  0.0920
H (4.85, -2.04, 3.60)  0.0800
C (1.33, 5.33, -1.54)  -0.1109
O (0.30, 4.67, -0.88)  -0.2330
C (0.57, 4.06, 0.38)  -0.1790
C (-0.74, 3.41, 0.90)  -0.3689
C (-1.66, 4.53, 1.48)  -0.0557
N (-0.37, 2.51, 2.02)  0.0368
H (0.88, 5.87, -2.32)  0.0590
H (2.03, 4.61, -1.95)  0.0745
H (1.88, 5.95, -0.77)  0.1119
H (1.37, 3.30, 0.29)  0.1195
H (0.86, 4.86, 1.11)  0.1371
H (-1.25, 2.81, 0.17)  0.1176
H (-2.64, 4.11, 1.65)  0.0629
H (-1.72, 5.36, 0.73)  0.0870
H (-1.35, 4.89, 2.45)  0.0692
H (-0.08, 3.11, 2.75)  0.0598
H (0.33, 1.84, 1.76)  0.0346
N (-1.65, 0.35, 5.31)  0.1581
C (-2.51, -0.04, 4.27)  -0.5890
N (-2.25, 0.47, 3.07)  0.2102
O (-3.60, -0.65, 4.54)  -0.0657
H (-0.84, 0.97, 5.13)  0.0733
H (-2.02, 0.50, 6.20)  0.0675
H (-1.63, 1.22, 2.88)  0.0450
H (-2.88, 0.23, 2.39)  0.0692
N (2.22, 1.07, 6.07)  0.1641
C (2.01, 0.71, 4.78)  -0.6986
N (2.81, -0.26, 4.33)  0.1881
O (1.13, 1.19, 4.11)  0.0116
H (1.76, 1.90, 6.44)  0.1162
H (2.94, 0.61, 6.54)  0.0804
H (3.38, -0.89, 4.84)  0.0454
H (2.81, -0.33, 3.32)  0.0827
N (-5.39, -1.55, 2.26)  0.1281
C (-4.59, -2.68, 1.92)  -0.5961
N (-3.29, -2.67, 2.44)  0.1799
O (-5.03, -3.54, 1.14)  -0.0161
H (-5.12, -1.05, 3.11)  0.0608
H (-6.34, -1.90, 2.18)  0.1005
H (-2.59, -3.33, 2.21)  0.0564
H (-3.19, -2.16, 3.29)  0.0351

[2]
Below is the ion C5H11IN4O3P with charge +1, with properties calculated with wB97M-V/def2-TZVPD.

Computed properties:
DFT total energy = -34852.1250 eV
Net charge = +1
2S+1 = 1
Structure (SMILES) = CC[C@@H](I)n1cnc(NP(=O)(O)O)[nH+]1
Highest occupied orbital energy = -13.46 eV
Kohn-Sham gap = 10.22 eV

Last column: natural (NBO) charge in e.
Positions of all 25 atoms, in Å:
C (-2.07, 1.81, 1.15)  -0.6263
C (-0.58, 2.22, 1.19)  -0.4594
C (0.04, 2.37, -0.21)  -0.1706
I (1.16, 4.16, -0.46)  0.2251
N (0.89, 1.20, -0.53)  -0.1773
C (2.15, 1.00, -0.88)  0.2858
N (2.44, -0.28, -1.07)  -0.4570
C (1.30, -0.92, -0.81)  0.5916
N (1.12, -2.25, -0.90)  -0.9347
P (-0.31, -3.03, -0.42)  2.4743
O (-1.50, -2.45, -1.03)  -1.0682
O (-0.27, -2.86, 1.16)  -0.9828
O (0.01, -4.54, -0.71)  -0.9650
N (0.33, -0.05, -0.49)  -0.3641
H (-2.38, 1.48, 0.15)  0.2021
H (-2.72, 2.64, 1.42)  0.2458
H (-2.28, 1.00, 1.85)  0.2278
H (-0.01, 1.47, 1.73)  0.2228
H (-0.46, 3.15, 1.73)  0.2520
H (-0.72, 2.39, -0.99)  0.2381
H (2.84, 1.82, -1.00)  0.2583
H (1.87, -2.74, -1.37)  0.4531
H (-1.13, -2.58, 1.50)  0.5285
H (0.93, -4.84, -0.69)  0.5312
H (-0.66, -0.20, -0.33)  0.4693

[3]
Below is a structure of composition H2N2P2, with properties calculated with wB97M-V/def2-TZVPD.

Computed properties:
DFT total energy = -21587.3539 eV
Net charge = 0
2S+1 = 1
Highest occupied orbital energy = -9.59 eV
Kohn-Sham gap = 8.47 eV

Last column: natural (NBO) charge in e.
Positions of all 6 atoms, in Å:
N (3.11, -1.08, 0.14)  -1.0321
N (0.76, 0.65, -0.14)  -1.1104
P (3.06, 0.42, 0.04)  0.9394
P (0.09, -0.78, -0.24)  0.8511
H (0.11, 1.37, -0.23)  0.3752
H (1.32, -1.30, -0.44)  -0.0232